{
  "formula": "C27H63FN2O5P2",
  "method": "ωB97M-V/def2-TZVPD",
  "elements": ["C", "O", "C", "C", "C", "C", "C", "C", "C", "C", "C", "P", "C", "N", "C", "C", "O", "C", "C", "C", "C", "O", "P", "O", "C", "C", "F", "H", "H", "H", "H", "H", "H", "H", "H", "H", "H", "H", "H", "H", "H", "H", "H", "H", "H", "H", "H", "H", "H", "H", "H", "H", "H", "H", "H", "H", "H", "H", "H", "H", "H", "H", "H", "H", "H", "H", "H", "H", "H", "H", "C", "C", "N", "C", "C", "C", "C", "C", "O", "C", "H", "H", "H", "H", "H", "H", "H", "H", "H", "H", "H", "H", "H", "H", "H", "H", "H", "H", "H", "H"],
  "positions_angstrom": [[-5.572, 1.650, 1.081], [-4.961, 0.485, 0.590], [-4.976, 0.379, -0.832], [-3.629, 0.753, -1.451], [-3.219, -0.071, -2.677], [-3.287, -1.595, -2.498], [-2.079, -2.290, -3.122], [-1.905, -3.753, -2.677], [-0.842, -3.831, -1.588], [0.568, -3.481, -2.049], [1.583, -3.625, -0.911], [2.839, -2.180, -0.548], [2.535, -2.333, 1.346], [1.475, -1.474, 1.895], [4.331, -3.474, -0.253], [5.538, -3.015, 0.456], [5.748, -3.131, 1.644], [3.868, -0.530, -0.163], [3.804, 0.708, -1.080], [3.504, 2.021, -0.350], [4.473, 2.341, 0.797], [5.759, 1.789, 0.534], [0.915, -0.684, -0.856], [-0.526, -1.111, -0.624], [3.347, -2.058, -2.457], [4.795, -1.691, -2.755], [3.128, -3.324, -3.049], [-5.054, 2.559, 0.738], [-6.624, 1.723, 0.774], [-5.530, 1.612, 2.170], [-5.242, -0.652, -1.070], [-5.768, 1.028, -1.228], [-2.867, 0.646, -0.671], [-3.647, 1.812, -1.738], [-3.813, 0.237, -3.545], [-2.183, 0.195, -2.907], [-4.210, -1.991, -2.936], [-3.311, -1.848, -1.430], [-2.124, -2.212, -4.214], [-1.207, -1.724, -2.784], [-1.668, -4.399, -3.529], [-2.850, -4.115, -2.253], [-0.818, -4.829, -1.131], [-1.120, -3.109, -0.815], [0.582, -2.456, -2.435], [0.834, -4.109, -2.902], [1.004, -3.715, 0.015], [2.129, -4.564, -1.021], [2.327, -3.381, 1.568], [3.484, -2.111, 1.837], [0.817, -2.013, 2.445], [1.879, -0.774, 2.506], [3.885, -4.273, 0.344], [4.615, -3.910, -1.214], [6.308, -2.517, -0.169], [3.485, -0.214, 0.815], [4.918, -0.766, 0.012], [4.765, 0.844, -1.577], [3.079, 0.589, -1.891], [2.482, 1.997, 0.046], [3.536, 2.849, -1.067], [4.572, 3.430, 0.895], [4.080, 1.975, 1.753], [6.137, 1.444, 1.348], [1.121, 0.493, -0.088], [0.972, -0.102, -2.164], [2.687, -1.376, -3.004], [4.890, -0.696, -3.190], [5.436, -1.728, -1.877], [5.165, -2.407, -3.492], [-1.230, 0.182, 2.134], [-2.305, 1.233, 2.251], [-1.922, 2.492, 3.046], [-1.639, 2.060, 4.450], [-3.116, 3.410, 3.123], [-3.605, 4.034, 1.829], [-0.660, 3.196, 2.576], [-0.545, 3.643, 1.122], [-0.749, 2.505, 0.345], [-1.375, 2.679, -0.915], [-0.963, -0.249, 3.100], [-1.612, -0.622, 1.503], [-0.340, 0.529, 1.621], [-3.175, 0.844, 2.784], [-2.626, 1.564, 1.272], [-2.508, 1.531, 4.834], [-1.438, 2.938, 5.058], [-0.777, 1.403, 4.455], [-2.855, 4.183, 3.847], [-3.904, 2.797, 3.561], [-3.031, 4.913, 1.548], [-4.631, 4.360, 1.996], [-3.616, 3.335, 0.995], [0.139, 2.480, 2.764], [-0.519, 4.049, 3.242], [0.481, 4.032, 1.037], [-1.220, 4.454, 0.844], [-1.313, 3.708, -1.273], [-2.427, 2.382, -0.849], [-0.883, 2.016, -1.626]],
  "mulliken_charge": [-0.89, -0.38, -0.85, 1.28, -1.47, -0.73, 0.24, -1.44, -0.09, 0.16, -1.91, 2.25, -2.96, -0.21, -1.19, -0.25, -0.57, -1.16, -1.19, -0.06, -0.77, -0.55, 1.49, -0.42, -0.28, -1.61, -0.44, 0.39, 0.51, 0.21, 0.47, 0.33, -1.19, 0.83, 0.54, 0.30, 0.49, 0.36, 0.47, -0.42, 0.43, 0.45, 0.58, -0.21, -0.29, 0.65, 0.59, 0.39, 0.71, 0.51, 0.24, 0.24, 0.63, 0.48, 0.39, 0.31, 0.63, 0.57, 0.58, -0.58, 0.61, 0.37, 0.37, 0.31, -0.63, -0.09, 0.59, 0.32, 0.21, 0.43, -1.22, 0.20, 0.35, -1.14, -0.26, -1.11, -0.87, -0.64, 0.25, -0.61, 0.57, 0.35, -0.17, 0.61, -0.42, 0.38, 0.42, 0.46, 0.38, 0.53, 0.38, 0.43, -0.17, 0.53, 0.44, 0.44, 0.31, 0.42, -0.07, 0.10],
  "total_energy_ev": -63526.63806,
  "multiplicity": 1,
  "charge": 0,
  "orbital_gap_ev": 5.71,
  "lumo_energy_ev": -0.5
}